This record from the OMol25 dataset describes 5 unconnected molecules or ions with the total composition C13H25F6N2O12P. The level of theory is ωB97M-V/def2-TZVPD.

Summary:
SMILES = CCOC(=O)C(F)(F)F.CCOC(=O)C(F)(F)F.COP(=O)(OC)OC.C[N+](=O)[O-].C[N+](=O)[O-]
Net charge = 0

The geometry in XYZ format:
```
59
Properties=species:S:1:pos:R:3:forces:R:3
P 28.0686 6.2211 -3.2848 0.2 0.9 0.3
F 34.3870 10.0817 -5.7613 0.6 0.7 0.3
F 25.4340 9.2435 -2.2052 0.1 0.2 0.3
F 26.0780 10.7774 -0.7680 -0.2 -0.2 -0.2
F 33.5808 8.2590 -6.4911 0.0 -0.6 -0.4
F 24.4644 11.1765 -2.1625 0.3 0.0 0.0
F 32.4487 10.0685 -6.6823 -0.6 0.6 -0.5
O 25.8496 7.6214 2.7807 -0.2 -0.2 0.3
O 27.4301 3.2973 -6.8850 -0.5 0.4 -0.5
O 27.9710 7.2149 -2.1994 0.1 -0.8 -0.4
O 26.9493 5.0991 -3.3435 1.3 0.2 -0.3
O 24.8367 8.7886 1.2943 -0.7 0.4 -0.2
O 26.5475 3.5633 -8.8602 0.2 0.0 1.0
O 31.8386 9.9055 -4.0285 0.0 0.5 -0.4
O 27.9079 10.7743 -2.6355 -0.8 -0.5 0.5
O 33.0097 8.0281 -4.0034 1.3 -1.2 -1.0
O 29.4783 5.4484 -3.3167 -1.5 0.1 0.3
O 26.3847 11.5765 -4.0699 -0.4 0.0 -0.6
O 27.9853 6.8981 -4.7282 -0.3 -0.4 -0.2
N 25.5755 7.9033 1.6334 0.9 0.0 0.3
N 26.8923 3.9653 -7.7562 0.5 0.1 -0.9
C 33.2628 9.4057 -5.8999 0.2 -0.9 0.0
C 25.6381 10.5669 -2.0084 -0.1 -0.2 0.0
C 26.2909 7.1505 0.5769 0.2 0.0 0.2
C 26.6722 11.0346 -3.0503 0.8 0.5 0.3
C 32.7523 7.6448 -2.6390 -0.4 0.6 0.2
C 33.9736 7.9481 -1.8019 0.5 0.3 0.0
C 28.6270 8.1774 -4.9312 -0.3 -0.8 0.3
C 29.6619 4.4323 -4.2940 1.3 -0.9 -0.8
C 29.5775 12.3339 -3.5575 0.1 0.3 0.4
C 25.5652 5.3004 -3.1052 -0.8 0.4 -0.5
C 26.7037 5.4439 -7.5122 0.0 -0.9 0.8
C 32.6107 9.1446 -4.5441 -0.7 0.2 1.6
C 28.9725 10.9431 -3.5531 2.1 0.4 -0.3
H 26.7068 5.5299 -6.4279 -0.2 0.3 -0.1
H 28.6551 8.3397 -6.0045 -0.1 0.1 0.0
H 25.0091 4.8397 -3.9257 0.2 -0.5 0.3
H 26.1829 7.7083 -0.3446 -0.1 -0.4 -0.2
H 30.1118 4.8318 -5.2074 -0.4 0.3 0.0
H 28.9323 13.0686 -4.0350 0.2 0.2 0.1
H 28.7954 3.8280 -4.5569 -0.3 0.4 0.2
H 34.3080 8.9760 -1.9551 -0.2 0.1 0.1
H 25.7700 5.7067 -7.9916 0.0 0.2 0.0
H 29.8078 10.3344 -3.1967 -0.7 -0.4 0.1
H 25.3345 4.8667 -2.1360 -0.2 0.0 -0.1
H 31.8625 8.2028 -2.3468 0.1 -0.2 0.4
H 25.2241 6.3382 -3.1729 0.6 0.1 0.4
H 29.8573 12.6244 -2.5394 -0.7 0.1 0.1
H 34.8377 7.3359 -2.0654 -0.2 -0.2 -0.2
H 28.7275 10.5884 -4.5535 -0.3 0.5 0.1
H 29.6422 8.1243 -4.5393 0.0 0.3 0.1
H 30.4229 3.7365 -3.9310 -0.2 0.1 0.4
H 33.7931 7.7936 -0.7388 -0.2 0.0 0.0
H 32.5483 6.5778 -2.6514 -0.2 0.0 -0.2
H 25.8849 6.1424 0.6038 -0.1 0.0 -0.4
H 30.5835 12.3188 -3.9847 -0.4 -0.2 -0.7
H 27.5611 5.9794 -7.9068 0.0 -0.1 -0.3
H 27.3285 7.0941 0.8899 0.0 0.1 -0.1
H 28.0314 8.9208 -4.4083 0.2 -0.2 -0.2
```
Forces are in eV/Å.

---

This record from the OMol25 dataset describes 2 unconnected molecules or ions with the total composition C13H25FNO7P. The level of theory is ωB97M-V/def2-TZVPD.

Summary:
SMILES = [H]/N=C\CO[P@](=O)(OF)OCCCCCOCC.O=C1CCCO1
Net charge = 0

The geometry in XYZ format:
```
48
Properties=species:S:1:pos:R:3:forces:R:3
P 2.1859 -0.5829 2.9804 0.0 -0.2 0.0
F 0.5253 -0.7033 4.7698 0.0 0.0 0.0
O -1.9290 -2.0445 -2.6607 0.0 0.0 0.0
O -2.5707 3.3165 -0.1635 0.0 0.0 0.0
O 2.3245 0.8623 3.0721 0.0 0.2 0.0
O 1.1914 -1.1960 1.9499 0.1 -0.1 0.1
O 3.5294 -1.3928 2.7716 0.0 0.0 0.0
O 0.1961 -2.6296 -2.3037 0.0 0.0 0.0
O 1.7324 -1.3348 4.3715 -0.1 0.0 0.0
N 6.5959 -0.0739 1.7324 -0.2 0.0 0.1
C 1.3611 -0.9526 0.5201 0.0 0.1 -0.1
C -0.8111 -2.7546 -2.9381 0.0 0.0 0.0
C 0.8870 0.4417 0.1123 -0.1 0.0 0.1
C -0.3455 0.3958 -0.7901 0.1 0.2 0.0
C -1.0756 -3.6722 -4.1162 0.0 0.1 0.0
C -2.8714 4.2703 0.8377 0.0 0.0 0.0
C -0.9640 1.7723 -1.0121 0.1 0.0 0.2
C 5.3987 0.0006 2.1327 0.2 0.0 0.0
C 4.7773 -0.8273 3.2278 0.0 0.0 0.0
C -2.3421 -3.0858 -4.7323 0.0 0.0 0.0
C -1.6350 2.3313 0.2340 0.0 0.0 0.0
C -3.0112 -2.4513 -3.5171 0.0 0.0 0.0
C -3.6797 3.7095 2.0123 -0.1 0.1 -0.1
H -3.5731 2.6278 2.0756 0.1 0.0 0.0
H -1.7141 1.7316 -1.8032 0.0 0.0 0.0
H -1.0841 -0.2719 -0.3387 -0.1 -0.1 -0.1
H 0.7653 -1.7266 0.0451 0.0 0.0 0.0
H -1.2312 -4.6790 -3.7228 0.0 0.0 0.0
H 7.1126 -0.7959 2.2402 0.0 0.0 0.0
H -3.3517 4.1361 2.9595 0.0 0.0 0.0
H -0.8994 2.7771 0.9153 0.0 0.0 0.0
H -3.6296 -3.1643 -2.9677 0.0 0.0 0.0
H 2.4057 -1.1386 0.2673 0.0 0.0 0.0
H 4.6030 -0.2133 4.1136 0.0 0.0 0.0
H -3.4370 5.0480 0.3264 0.0 0.0 0.0
H 4.7313 0.7321 1.6724 0.0 0.0 0.0
H -0.1862 2.4714 -1.3321 -0.1 0.0 -0.1
H -3.6037 -1.5690 -3.7446 0.0 0.0 0.0
H 5.4126 -1.6709 3.4927 0.0 0.0 0.0
H -4.7412 3.9287 1.9025 0.0 -0.1 0.0
H 0.6608 0.9961 1.0249 0.1 0.0 0.0
H -1.9392 4.7249 1.1952 0.0 -0.1 0.0
H -2.1302 1.5199 0.7836 0.0 0.0 0.0
H -0.0632 -0.0289 -1.7523 -0.1 -0.1 0.0
H 1.6945 0.9840 -0.3843 0.0 0.0 0.0
H -2.0800 -2.3129 -5.4558 0.0 0.0 0.0
H -0.2127 -3.6897 -4.7761 0.0 0.0 0.0
H -2.9787 -3.8152 -5.2278 0.0 0.0 0.0
```
Forces are in eV/Å.

---

This record from the OMol25 dataset describes a molecular structure, C13H25GaN5S. The level of theory is ωB97M-V/def2-TZVPD.

Summary:
Net charge = -1

The geometry in XYZ format:
```
45
Properties=species:S:1:pos:R:3:forces:R:3
Ga 4.5765 0.8030 -3.7138 -0.1 0.1 0.0
S 1.6623 -0.6220 -2.4255 0.1 0.0 -0.1
N -5.6144 -1.8895 5.0274 -0.1 0.1 -0.1
N -2.1319 -4.1845 1.3381 -0.2 0.0 -0.1
N 0.6274 3.6363 0.3129 -0.2 0.1 0.2
N 8.3961 2.2626 -0.2606 -0.2 0.0 0.0
N -4.1526 1.0077 1.2097 0.2 -0.1 0.0
C -2.8370 -4.5592 0.5124 0.2 0.0 0.1
C -1.6883 2.8676 -0.5931 -0.1 -0.1 0.0
C -6.1739 -1.3472 4.1829 0.0 -0.1 0.1
C 2.0066 0.7256 -1.2815 -0.1 0.2 -0.1
C -3.5849 0.1344 1.6983 -0.2 0.2 0.0
C 2.9583 0.3927 -0.1488 0.0 0.0 0.3
C -0.4174 3.3134 -0.0378 0.3 0.0 -0.2
C -6.8758 -0.6534 3.1088 0.0 0.1 0.0
C -2.9758 -1.0018 2.3736 0.1 -0.1 0.0
C 3.0861 -0.6400 -3.5498 -0.1 -0.2 -0.1
C -3.6986 -5.0461 -0.5578 0.0 0.0 0.0
C 5.9572 2.5367 0.6130 -0.1 0.0 0.0
C 7.3042 2.3549 0.0866 0.3 0.0 0.0
H 3.9559 0.1604 -0.5290 -0.1 0.0 -0.1
H 2.6318 -0.6656 -4.5468 0.2 -0.1 0.1
H -2.9398 -1.8656 1.7123 0.0 0.0 0.0
H 2.4049 1.5640 -1.8631 -0.1 -0.1 0.1
H -6.1823 -0.0179 2.5573 0.0 0.0 0.0
H -7.6676 -0.0312 3.5233 0.0 0.0 0.0
H 4.6368 1.8358 -2.4720 0.0 0.0 0.1
H 1.0222 1.0271 -0.9038 0.2 0.0 0.1
H -2.0486 1.9929 -0.0549 0.0 0.0 0.0
H 5.2012 2.3588 -0.1527 0.1 0.0 -0.1
H 5.7914 1.8509 1.4434 0.0 0.0 0.0
H -3.0946 -5.3007 -1.4273 0.0 0.0 0.0
H -2.4432 3.6480 -0.5137 0.0 0.0 0.0
H 4.2760 1.6121 -5.0789 0.0 0.0 0.0
H 3.0448 1.2598 0.5220 0.0 -0.1 -0.1
H -4.4148 -4.2764 -0.8409 0.0 0.0 0.0
H 2.6145 -0.4635 0.4452 0.0 0.1 -0.2
H 5.9580 -0.0169 -3.8083 0.0 0.0 0.0
H 5.8677 3.5597 0.9786 -0.1 0.0 0.0
H -7.3163 -1.3764 2.4240 0.0 0.0 0.0
H -3.5815 -1.2466 3.2459 0.1 -0.1 0.0
H -1.9614 -0.7824 2.7014 0.0 0.1 -0.1
H 3.6007 -1.5933 -3.3893 -0.1 0.1 -0.1
H -1.5406 2.6072 -1.6404 0.0 0.0 0.0
H -4.2393 -5.9315 -0.2275 0.0 0.0 0.0
```
Forces are in eV/Å.

---

This record from the OMol25 dataset describes a molecular structure, C13H25N2O5STi. The level of theory is ωB97M-V/def2-TZVPD.

Summary:
Energy relative to the best compared isomer or geometry (same formula, charge and spin) = 34.6 kJ/mol
Net charge = +3

The geometry in XYZ format:
```
47
Properties=species:S:1:pos:R:3:forces:R:3
Ti -1.0163 0.9460 1.1818 -3.3 2.1 -2.2
S -2.7048 1.3329 -0.3242 0.6 0.0 0.9
O -0.0136 -0.5313 0.6351 0.5 -0.7 0.1
O -0.0779 2.5336 0.9943 0.9 1.0 -0.3
O 1.7887 3.7705 1.0193 0.1 0.0 0.1
O 0.7297 0.9191 2.7976 -0.2 -0.1 -0.4
O -1.3861 -0.4966 2.2792 0.2 -0.9 0.8
N -4.6247 0.2188 1.2599 0.2 0.0 -0.3
N -5.1085 0.6424 -0.9947 0.5 0.3 -0.3
C -7.1324 -0.3077 -4.1001 0.2 0.2 -0.1
C 0.9432 -0.5275 2.8331 0.3 -0.5 0.4
C -8.0912 0.0324 2.9092 -0.1 0.1 0.2
C 1.7652 1.7953 2.3330 0.2 0.1 0.1
C -5.8762 -0.3937 1.7509 -0.6 0.0 0.2
C -4.3227 0.6354 0.0488 -0.5 -0.4 0.1
C 1.1143 2.7731 1.3769 0.2 -0.1 0.4
C -6.4659 -1.2232 -3.0817 0.0 -0.3 -0.1
C -6.8950 -0.9815 -1.6367 0.2 0.2 0.0
C -6.5624 0.4218 -1.1210 -0.7 -0.4 0.0
C -6.7642 0.6342 2.4536 0.1 -0.1 0.0
C -0.2024 -0.8092 1.8726 0.8 -0.8 0.5
C -9.0560 -0.2772 1.7737 0.1 -0.2 -0.1
H -8.2007 -0.2039 -3.9070 0.0 -0.1 -0.1
H 1.9154 -0.8287 2.4491 0.0 0.1 -0.1
H -7.0471 0.6169 -0.1670 0.1 0.2 -0.1
H 2.5787 1.2731 1.8169 0.0 0.0 0.0
H -7.9780 -1.0947 -1.5572 0.0 0.0 0.0
H -10.0218 -0.5803 2.1721 0.0 0.0 0.0
H -5.3740 -1.1824 -3.1794 0.0 0.1 0.0
H -6.3908 -0.8663 0.9180 0.2 -0.1 0.1
H -6.9625 1.4676 1.7715 0.0 0.1 0.1
H -6.7223 -2.2574 -3.3206 0.0 0.0 0.0
H -8.5596 0.7502 3.5853 0.0 0.0 0.0
H -5.5895 -1.1800 2.4495 0.1 0.0 -0.1
H 0.7748 -0.8962 3.8414 0.0 0.0 0.0
H -6.4380 -1.7314 -0.9838 -0.1 0.0 0.0
H -3.9584 0.3974 1.9817 0.2 0.1 0.3
H -8.7119 -1.1058 1.1461 0.0 0.0 0.0
H -7.9169 -0.8617 3.5144 0.1 0.0 0.0
H -6.6999 0.6981 -4.1219 0.0 0.0 0.1
H -4.6550 0.8888 -1.8669 -0.1 0.0 -0.1
H 1.3724 4.4137 0.4064 -0.1 0.0 -0.1
H -6.2254 1.0309 3.3197 0.0 0.1 -0.1
H -9.2087 0.5921 1.1301 -0.1 0.0 0.1
H -6.9999 -0.7014 -5.1059 -0.1 0.0 0.0
H -6.9170 1.1648 -1.8351 0.1 0.1 0.1
H 2.1978 2.3419 3.1761 0.0 0.0 0.0
```
Forces are in eV/Å.

---

This record from the OMol25 dataset describes a single C13H25N3O2S molecule. The level of theory is ωB97M-V/def2-TZVPD.

Summary:
SMILES = CSCC[C@@H](NC(N)=O)C(=O)NCC1CCCCC1
Energy relative to the best compared isomer or geometry (same formula, charge and spin) = 15.0 kJ/mol
Net charge = 0

The geometry in XYZ format:
```
44
Properties=species:S:1:pos:R:3:forces:R:3
S -3.8739 -2.3490 -1.1308 -0.1 0.1 0.0
O -0.3073 2.4853 -2.2114 0.1 0.1 -0.4
O -1.7292 0.3885 1.6026 0.3 -0.4 0.1
N 0.1158 1.4269 -0.2534 0.3 -0.2 0.5
N -2.7445 1.8539 0.1751 -0.2 0.3 -0.2
N -3.2182 1.8691 2.4134 -0.2 0.1 0.3
C -0.6763 1.8449 -1.2468 -0.7 0.1 0.1
C 2.2907 0.2718 -0.3863 0.1 0.5 0.3
C 2.1088 -0.5888 0.8654 -0.1 -0.2 -0.4
C -2.1555 1.4280 -1.0883 0.4 -0.3 -0.1
C -3.6844 -2.4698 0.6719 -0.1 0.2 -0.5
C 3.7806 0.5152 -0.6303 -0.2 -0.2 -0.3
C -2.5083 1.3068 1.3957 -0.3 0.3 0.1
C 4.3378 -1.6685 0.4713 -0.1 -0.2 -0.3
C 2.8533 -1.9134 0.7213 0.1 0.1 0.3
C -3.7308 -0.5407 -1.3162 0.1 -0.6 0.1
C -2.2777 -0.0878 -1.2956 -0.2 0.1 0.1
C 1.5477 1.6082 -0.2620 0.2 -0.1 -0.3
C 4.5297 -0.8068 -0.7726 0.2 0.2 0.3
H 5.5925 -0.6138 -0.9329 0.0 0.0 -0.1
H -1.7961 -0.3513 -2.2382 0.0 0.0 0.0
H 1.8773 -0.2643 -1.2478 0.0 0.0 0.0
H 4.8579 -2.6209 0.3487 0.1 0.0 0.1
H 2.7208 -2.5119 1.6250 0.0 -0.1 0.0
H -0.2889 0.8853 0.5039 -0.1 0.1 -0.1
H -4.5874 -2.1022 1.1532 0.0 0.0 0.1
H 1.0497 -0.7838 1.0434 -0.1 0.0 0.1
H -3.5420 -3.5196 0.9043 0.0 -0.1 0.1
H 2.4991 -0.0478 1.7312 0.0 0.1 0.1
H -3.3021 2.6906 0.1399 0.1 -0.1 0.0
H 1.7798 2.2474 -1.1175 0.0 0.0 0.1
H 4.1947 1.0788 0.2094 0.0 0.1 0.1
H 4.7716 -1.1592 1.3351 0.1 0.0 0.1
H -4.2980 -0.0932 -0.4996 -0.1 0.1 -0.1
H 3.9128 1.1146 -1.5333 0.0 0.1 0.0
H -4.2103 -0.2946 -2.2627 -0.1 0.1 0.0
H 1.8530 2.1187 0.6578 0.1 0.0 -0.1
H -3.1185 1.4650 3.3271 0.0 0.0 -0.1
H -2.7098 1.9412 -1.8804 0.2 0.0 0.1
H -3.9306 2.5600 2.2686 0.0 0.0 0.0
H -1.7485 -0.5977 -0.4908 0.0 0.0 -0.1
H -2.8205 -1.8966 0.9944 0.1 0.0 0.1
H 4.1519 -1.3433 -1.6458 0.0 0.0 -0.1
H 2.4333 -2.4752 -0.1162 0.0 -0.1 0.0
```
Forces are in eV/Å.

---

| no. | gap between HOMO and LUMO (Eh) | E_HOMO (eV) | maximum force (hartree/bohr) |
| --- | --- | --- | --- |
| 1 | 0.3950 | -10.7991 | 0.04188 |
| 2 | 0.3721 | -9.5517 | 0.00521 |
| 3 | 0.2233 | -4.4615 | 0.00641 |
| 4 | 0.1718 | -18.2910 | 0.08691 |
| 5 | 0.3248 | -8.3871 | 0.01319 |